89
Properties=species:S:1:pos:R:3:forces:R:3:mulliken_charge:R:1 method="wB97M-V/def2-TZVPD" largest_force_ev_per_a=5.56 homo_lumo_gap_ev=7.87 e_tot_ha=-2212.37634 homo_energy_ev=-5.88 charge=-1 lumo_energy_ev=1.988
Cl -0.886 3.342 -0.414 1.8 0.9 1.5 1.5544
O -1.162 3.762 -1.764 -0.8 -1.6 -0.9 -0.6299
O -1.701 4.139 0.442 -1.6 0.0 0.8 -0.6416
O -0.978 1.923 -0.043 -0.9 0.9 -1.5 -0.6371
O 0.470 3.736 -0.156 1.4 -0.1 0.0 -0.6470
C -3.076 -8.081 1.309 -2.9 -0.5 0.1 -1.5556
C -1.635 -8.297 1.356 3.0 0.5 -2.5 1.3952
C -0.943 -6.957 0.881 0.5 0.0 0.2 -1.0664
C -1.000 -5.873 1.947 0.7 -1.0 1.1 -0.7353
C -0.280 -6.338 3.285 -2.3 -1.0 -1.5 -0.9626
C -0.746 -7.805 3.750 0.1 1.4 0.6 1.0766
N -0.916 -8.760 2.599 1.3 5.3 -1.0 0.4097
O -1.209 -9.983 3.016 -0.8 -2.9 0.6 -0.4914
C 0.396 -8.270 4.816 -1.5 0.0 -1.4 -1.6815
C -2.108 -7.619 4.546 0.8 -0.7 -0.3 -1.7414
C -1.255 -9.391 0.223 -0.6 0.2 1.2 -1.8582
H -3.601 -8.994 1.027 -0.2 -0.4 0.7 0.4117
H -3.403 -7.476 0.464 0.5 0.5 0.0 0.3631
H -3.537 -7.659 2.202 0.1 -0.1 -0.1 0.1999
H 0.043 -7.238 0.509 0.5 0.3 0.6 0.3812
H -1.375 -6.476 0.004 -0.7 -0.7 -0.2 0.4326
H -2.061 -5.692 2.120 -0.2 -0.1 0.4 0.3033
H -0.637 -4.890 1.647 0.4 -0.2 -0.2 0.4406
H -0.745 -5.677 4.016 1.0 0.1 0.5 0.3815
H 0.799 -6.276 3.145 -0.1 0.1 0.3 0.4101
H 1.380 -8.349 4.352 -0.1 -0.2 -0.3 0.4214
H 0.504 -7.533 5.612 -0.3 0.1 -0.1 0.3876
H 0.104 -9.222 5.260 0.1 0.0 0.0 0.3920
H -2.912 -7.087 4.039 0.4 0.3 -0.3 0.3272
H -2.521 -8.610 4.733 0.1 -0.1 0.3 0.3866
H -1.905 -7.103 5.484 -0.1 -0.1 0.1 0.4737
H -0.185 -9.568 0.329 -0.1 -0.7 0.3 0.4048
H -1.406 -9.326 -0.854 -0.2 1.7 -0.1 0.3229
H -1.970 -10.198 0.377 0.8 -0.8 0.7 0.4023
H -0.467 -10.456 2.632 -0.2 -0.8 0.3 0.3683
C 6.146 7.152 -0.973 -0.8 0.3 -0.7 -0.8601
C 4.740 7.799 -0.752 1.0 -0.1 -0.2 -0.2824
O 4.239 7.446 0.498 -0.3 0.2 1.2 -0.5264
H 7.054 7.519 -0.494 -0.6 0.7 0.7 0.2912
H 6.376 7.326 -2.025 0.0 -0.7 -0.3 0.2946
H 6.091 6.106 -0.672 -0.1 -0.1 -0.6 0.2327
H 3.981 7.535 -1.488 0.5 -0.5 -0.5 0.2818
H 4.788 8.881 -0.874 0.2 0.2 0.5 0.2481
H 3.577 6.756 0.409 0.0 0.0 0.0 0.3207
C -3.675 4.487 8.466 -1.3 0.7 0.5 -1.0681
C -3.086 3.813 7.285 0.0 -0.3 -0.4 -0.1411
O -3.059 4.775 6.227 0.4 -0.1 0.3 -0.5202
H -2.999 5.242 8.868 -0.2 0.2 -0.1 0.2634
H -4.033 3.887 9.303 0.5 -0.6 -0.1 0.3566
H -4.603 4.921 8.094 0.1 0.6 0.2 0.2759
H -3.720 3.008 6.912 0.1 -0.5 0.4 0.2827
H -2.100 3.452 7.580 0.3 -0.2 -0.5 0.2405
H -2.865 4.285 5.424 0.1 0.2 -0.2 0.3105
C -1.483 10.023 -3.523 0.5 0.9 -0.4 -0.9158
C -2.209 9.488 -4.741 -1.1 -1.7 1.0 -0.2787
O -1.741 8.227 -5.216 0.8 0.3 -0.4 -0.5299
H -2.154 10.734 -3.041 0.1 0.2 0.1 0.2819
H -0.559 10.541 -3.781 0.1 0.1 0.0 0.2524
H -1.206 9.294 -2.761 -0.3 -0.4 -0.3 0.3236
H -2.356 10.148 -5.596 0.4 0.1 0.2 0.3048
H -3.188 9.200 -4.357 -0.7 0.7 -0.1 0.2486
H -1.860 7.627 -4.476 0.1 -0.3 -0.1 0.3134
C 5.073 2.603 -7.520 0.7 -0.6 -0.7 -1.0795
C 4.627 3.302 -6.296 -0.6 -0.9 1.3 -0.1616
O 3.804 2.386 -5.532 -0.4 0.3 -0.5 -0.5131
H 5.604 1.666 -7.355 0.0 0.0 0.4 0.3024
H 5.761 3.264 -8.048 -0.1 0.0 -0.3 0.3293
H 4.217 2.343 -8.143 0.0 0.2 -0.1 0.2830
H 4.078 4.177 -6.644 -0.1 0.3 0.5 0.2797
H 5.414 3.525 -5.576 0.4 0.7 -0.6 0.2618
H 3.169 2.902 -5.030 -0.1 0.0 0.2 0.2998
C 1.137 -1.833 -3.974 -1.2 -0.3 -0.8 -0.5632
O 1.853 -1.680 -5.224 -0.2 0.1 1.5 -0.4911
H 0.267 -1.176 -3.996 0.0 0.3 0.2 0.2724
H 0.674 -2.819 -3.947 0.5 -0.2 0.0 0.2278
H 1.693 -1.637 -3.057 0.4 -0.1 -0.2 0.2467
H 2.118 -0.763 -5.118 0.5 0.2 -0.8 0.3061
C 4.978 1.226 2.145 -0.1 -1.3 -0.3 -0.4275
O 4.845 2.239 3.025 0.2 3.3 2.5 -0.5076
H 5.869 0.653 2.399 0.3 0.1 -0.5 0.1750
H 4.135 0.592 2.422 -0.3 -0.7 -1.5 0.1904
H 5.019 1.749 1.190 -0.1 -1.5 -0.8 0.2444
H 4.422 2.957 2.548 -0.1 0.2 0.5 0.3253
C -6.468 0.277 -4.510 0.3 -0.8 -0.6 -0.4463
O -6.438 1.006 -3.355 -0.5 1.7 1.8 -0.5034
H -6.200 0.876 -5.381 0.1 -0.1 -0.3 0.2209
H -5.759 -0.529 -4.322 -0.1 -0.6 -1.0 0.2251
H -7.486 -0.088 -4.646 0.1 -0.2 0.0 0.1850
H -5.575 1.411 -3.243 0.0 0.0 0.1 0.3189